[1]
Computed, not measured: a molecular structure, C16H22CuF3N2O3SSi2, with wB97M-V/def2-TZVPD.

```
50
Properties=species:S:1:pos:R:3:forces:R:3:lowdin_charge:R:1
Cu -0.671035 -0.194010 0.403087 0.0098 0.2526 -0.5050 0.015
C 1.557894 2.777530 -0.139253 0.0116 -0.0856 -0.0950 -0.287
Si -0.242767 2.048887 -0.185085 0.1153 0.0875 0.3680 0.514
C -1.198981 3.632008 0.384586 -0.1190 -0.0855 -0.0615 -0.289
C -0.570442 2.062574 -2.096656 -0.0417 -0.0108 -0.0248 -0.306
C -0.371346 3.229144 -2.846469 -0.0029 -0.0069 -0.0335 -0.138
C -0.598926 3.280665 -4.214912 0.0166 0.0176 0.0396 -0.140
C -1.041314 2.139145 -4.873069 -0.0099 -0.0230 -0.0121 -0.141
C -1.245791 0.974227 -4.146876 0.0017 0.0159 -0.0073 -0.138
C -1.021654 0.902398 -2.765780 0.0254 0.0493 -0.0322 -0.307
Si -1.337593 -0.742611 -1.795090 -0.2012 -0.3499 0.2037 0.513
C -0.315635 -2.011216 -2.846427 0.0881 0.1358 -0.0534 -0.290
C -3.109727 -1.217844 -2.415963 -0.0139 0.1163 0.0315 -0.291
H 1.660006 3.690728 -0.740119 -0.0091 0.0148 -0.0041 -0.009
H 2.275275 2.045422 -0.526797 0.0118 0.0133 0.0263 -0.001
H 1.850127 3.021674 0.888394 -0.0249 -0.0253 0.0111 -0.005
H -0.958209 4.538758 -0.186365 0.0418 -0.0266 -0.0211 -0.008
H -0.982008 3.825175 1.439884 0.0040 0.0011 0.0051 -0.005
H -2.276445 3.457732 0.299554 -0.0064 0.0414 0.0266 -0.002
H -0.027272 4.129588 -2.342617 0.0014 0.0032 -0.0022 0.075
H -0.433593 4.202387 -4.766228 -0.0020 0.0036 0.0027 0.077
H -1.226549 2.161635 -5.943641 -0.0017 -0.0103 -0.0008 0.076
H -1.597154 0.088901 -4.672336 0.0054 -0.0039 -0.0067 0.075
H -0.531607 -1.948936 -3.921866 0.0023 -0.0021 0.0055 -0.008
H -0.531820 -3.033897 -2.519691 -0.0195 -0.0111 0.0162 -0.007
H 0.756745 -1.835563 -2.709232 0.0099 -0.0344 -0.0142 0.000
H -3.226779 -1.211786 -3.508337 0.0506 0.0050 -0.0022 -0.009
H -3.843687 -0.522679 -1.995891 -0.0276 -0.0311 -0.0142 -0.002
H -3.362751 -2.219372 -2.053545 -0.0044 -0.0047 0.0079 -0.007
N 3.206588 -3.585965 3.502769 0.0271 0.0349 -0.0671 0.090
C 2.656187 -2.785680 2.491514 0.0184 -0.0326 0.0598 -0.360
C 2.753525 -1.401457 2.540193 -0.0001 0.0568 0.0137 -0.040
C 2.072257 -0.653919 1.598104 0.0276 -0.0639 -0.0584 -0.143
N 1.351056 -1.190881 0.612444 0.1245 -0.0044 0.1530 0.016
C 1.339275 -2.520143 0.524805 -0.0515 0.0082 -0.1221 -0.138
C 1.982530 -3.353671 1.417452 -0.0047 -0.0224 0.0223 -0.036
H 3.216228 -3.093490 4.384797 -0.0182 -0.0141 0.0137 0.080
H 2.678883 -4.440465 3.611267 -0.0002 0.0051 0.0264 0.079
H 3.261899 -0.910640 3.361908 -0.0018 0.0016 -0.0079 0.107
H 2.061604 0.428233 1.643629 -0.0079 0.0399 0.0074 0.092
H 0.752269 -2.924384 -0.293042 -0.0260 0.0048 0.0261 0.091
H 1.879710 -4.429228 1.335650 0.0046 -0.0059 -0.0181 0.102
F -0.305786 -0.375542 5.961618 0.0061 0.0046 0.0501 0.085
C -0.607551 -0.087203 4.675637 0.0416 -0.0158 -0.0555 -0.658
F 0.463029 0.535614 4.160532 0.0105 -0.0297 -0.0343 0.106
F -1.615612 0.793956 4.696832 -0.0149 0.0288 0.0147 0.112
S -1.064160 -1.621707 3.751519 -0.4053 0.0257 0.2715 0.457
O -2.196262 -2.093887 4.523005 0.0689 -0.0063 -0.0802 -0.329
O 0.130633 -2.430097 3.865205 0.0714 -0.0158 -0.0253 -0.315
O -1.393266 -1.130106 2.430903 0.2182 -0.0453 -0.0440 -0.353
```
Forces are in eV/Å.

Output
net charge = -2
frontier orbital gap = 4.503 eV
ΔE to the lowest compared entry with this formula, charge and spin = 4.3 kcal per mole
calculated total energy = -3875.4622 a.u.
E_LUMO = 0.181 hartree

***

[2]
Computed, not measured: 2 unconnected molecules or ions with the total composition C5H6O in a non-equilibrium geometry, with wB97M-V/def2-TZVPD.

```
12
Properties=species:S:1:pos:R:3:forces:R:3:lowdin_charge:R:1
O -0.567420 -1.662999 2.253131 0.7452 -0.3999 -1.0686 0.038
C 0.061801 -1.938961 1.346419 -0.8101 0.0026 1.3006 0.019
C 1.474830 0.469286 0.362598 -0.1412 0.1196 -0.0052 -0.029
C 0.208982 0.883681 0.379317 0.2424 0.0608 -0.0101 -0.228
C -0.822580 -0.113929 -1.579376 -0.0382 0.0356 0.0274 0.013
C -0.923400 0.227538 -0.298171 -0.0310 0.2030 -0.3047 -0.244
H 2.266487 1.063022 0.806582 -0.0876 -0.0381 -0.0260 0.056
H 1.759787 -0.478296 -0.089376 -0.0796 0.1645 0.0517 0.052
H -0.048581 1.838589 0.833572 0.1265 -0.1182 0.2006 0.101
H 0.145670 -0.046943 -2.067922 -0.2050 0.1391 -0.0953 0.066
H -1.679191 -0.392405 -2.179849 0.0540 -0.3465 0.1181 0.056
H -1.876384 0.151417 0.233074 0.2245 0.1776 -0.1884 0.102
```
Forces are in eV/Å.

Output
net charge = 0
frontier orbital gap = 10.473 eV
ΔE to the lowest compared entry with this formula, charge and spin = 34.1 kcal per mole
calculated total energy = -269.2919 a.u.
E_LUMO = 0.042 hartree

***

[3]
Computed, not measured: 2 unconnected molecules or ions with the total composition C18H14F3N2O4S in a non-equilibrium geometry, with wB97M-V/def2-TZVPD.

```
42
Properties=species:S:1:pos:R:3:forces:R:3:lowdin_charge:R:1
N -5.829108 0.827497 3.140084 2.2370 -0.2567 0.0427 0.139
C -4.667708 0.696455 3.121541 -2.0319 0.2268 0.0137 -0.180
C -3.238096 0.540823 3.049152 0.4824 -0.2449 -0.2066 -0.235
C -2.663048 -0.738539 2.988062 -0.0645 0.1770 0.1763 -0.027
C -1.295738 -0.885507 2.817998 0.8704 0.7097 -0.2074 -0.002
C -0.448965 0.252991 2.658366 -1.7357 0.5613 0.0340 -0.175
C 0.964081 0.084057 2.387360 1.7632 0.1063 0.5787 0.027
C 1.923570 1.011784 2.677001 -3.1668 0.3686 -0.3834 -0.035
N 3.218634 0.624466 2.986428 3.3181 -1.4583 0.2198 -0.375
O 4.107904 1.485725 3.207260 -1.9214 -1.2479 -0.4526 0.037
O 3.421844 -0.604627 3.079609 0.0670 1.8594 0.0023 0.037
C -1.034342 1.535300 2.852920 0.1862 -0.8512 -0.1006 0.000
C -2.407460 1.666596 3.009631 0.2018 0.0606 0.1321 -0.027
H -3.298774 -1.611328 3.094179 0.0820 0.0839 -0.0611 0.118
H -0.826918 -1.873611 2.852399 -0.2868 0.3077 -0.3007 0.123
H 1.297492 -0.911839 2.071145 -0.0626 0.3780 0.4099 0.132
H 1.681658 2.076234 2.777267 0.5076 -0.5706 0.2339 0.130
H -0.380830 2.407344 2.904157 -0.3880 -0.1632 -0.2623 0.111
H -2.847584 2.649809 3.124309 0.0247 -0.0382 -0.0450 0.117
C -2.303586 -2.944014 -3.932861 -0.1831 -0.0057 -0.0697 -0.092
C -1.293704 -1.949279 -3.432427 0.0075 -0.3627 0.0382 -0.329
C -1.640004 -0.599156 -3.352548 0.3476 -0.3008 0.1420 -0.088
C -0.785870 0.308850 -2.765516 0.4431 0.0080 0.2787 -0.068
C 0.433921 -0.111656 -2.158389 0.3362 -0.2771 -0.4776 -0.313
C 1.198399 0.811881 -1.387885 0.4509 0.6765 0.5580 -0.259
S 2.878914 0.527051 -1.137909 -2.9548 0.7331 -1.2691 0.683
C 3.528444 2.259870 -0.881913 -0.0490 0.1270 -0.0226 -0.639
F 4.823006 2.201256 -0.522112 -0.5077 0.1574 -0.1107 0.115
F 3.435784 2.964369 -2.030158 0.1149 -0.1916 0.6772 0.107
F 2.844528 2.933618 0.077756 0.4363 -0.3068 -0.4552 0.095
O 3.157390 -0.190611 0.077593 0.8815 -0.1968 0.1578 -0.319
O 3.433534 0.126248 -2.408865 1.4984 -0.5087 0.3732 -0.321
C 0.847720 -1.453917 -2.413517 -0.0470 0.4264 0.0300 -0.061
C -0.021021 -2.349151 -3.010007 -0.2986 0.3230 -0.0153 -0.076
H -1.895460 -3.959367 -3.948647 -0.0523 0.1122 -0.0395 0.063
H -3.187744 -2.944829 -3.279927 0.0950 -0.1184 -0.1404 0.069
H -2.649948 -2.689908 -4.942572 0.0114 -0.1229 0.0715 0.067
H -2.599895 -0.287024 -3.749149 -0.0042 0.1235 -0.0482 0.100
H -1.001860 1.377199 -2.779081 -0.1463 -0.2120 0.1857 0.099
H 0.944703 1.868176 -1.479090 0.1576 -0.1655 0.1927 0.059
H 1.878884 -1.752259 -2.198989 -0.5328 0.0154 0.1737 0.095
H 0.297250 -3.380983 -3.142674 -0.0871 0.0582 -0.0544 0.098
```
Forces are in eV/Å.

Output
net charge = -1
frontier orbital gap = 3.962 eV
calculated total energy = -1802.4586 a.u.
E_LUMO = 0.030 hartree

***

[4]
Computed, not measured: a molecular structure, C9H11AsClCrF6O9P2 in a non-equilibrium geometry, with wB97M-V/def2-TZVPD.

```
40
Properties=species:S:1:pos:R:3:forces:R:3:lowdin_spin:R:1
Cr -0.390556 -0.165747 0.142826 0.7315 2.2586 -0.2784 3.660
C -0.863966 3.163781 -2.498655 -0.0999 0.0938 -0.1110 0.000
C -0.356506 3.450117 -1.109991 0.6110 -1.6956 1.0151 0.001
O -0.164396 4.804045 -0.892436 -0.0999 1.1136 0.0624 0.001
P -1.472391 2.702110 0.157933 0.1688 1.0652 0.0627 0.004
O -2.751699 3.619582 0.151246 -0.1693 0.2272 -0.1342 0.000
O -0.827230 2.914107 1.570347 -0.4071 0.2369 -0.2203 0.002
O -1.835044 1.290394 -0.154012 0.2425 -0.9638 -0.1096 0.024
P 1.226515 2.534323 -0.668199 -0.4911 0.6370 -0.4946 0.007
O 2.265085 2.986646 -1.787986 0.0570 -0.1971 -0.2499 0.001
O 1.614404 3.066045 0.665865 0.3161 0.1948 0.2353 0.002
O 0.936818 1.071240 -0.845796 -0.1306 -0.6805 0.0479 0.040
H -1.778158 3.730625 -2.673403 -0.0496 -0.0061 -0.0788 0.000
H -1.074121 2.098877 -2.593771 0.0089 0.0561 -0.0944 0.000
H -0.118285 3.458024 -3.236018 0.0197 0.0044 -0.0069 0.000
H 0.291164 4.935484 -0.047274 0.0379 -0.1028 -0.1131 0.000
H -3.474514 3.268547 0.677240 -0.2457 -0.0681 0.1514 0.000
H 0.165126 2.899155 1.578582 0.2075 0.0004 -0.1347 0.000
H 3.003263 3.435225 -1.371304 0.2451 0.2420 0.0497 0.000
Cl 0.968001 -6.971581 -1.882857 0.0299 0.0072 0.0422 0.101
C 0.951600 -5.418124 -1.184788 0.1341 -0.1130 -0.0019 0.217
C 2.073884 -4.939394 -0.495673 0.0550 0.4290 0.1915 -0.016
C 2.067761 -3.658899 -0.004269 0.4599 -0.4975 -0.0570 0.173
C 0.946683 -2.781372 -0.181569 -0.3567 0.9280 0.0916 0.077
O 1.041492 -1.566951 0.133330 0.4634 -1.6211 -0.3747 0.283
C -0.264351 -3.361657 -0.759731 0.9941 -0.8649 -0.0859 0.120
C -1.501187 -2.634931 -0.760368 -1.1962 1.7125 0.4321 0.108
O -1.672751 -1.483499 -0.301326 -0.8533 -2.9351 -1.0938 0.062
C -0.209608 -4.645815 -1.288688 -0.4971 1.1097 0.3516 0.046
H 2.932674 -5.579906 -0.361925 0.0412 -0.0134 -0.0264 -0.004
H 2.923110 -3.261494 0.521632 0.0480 0.0803 0.0100 0.006
H -2.373777 -3.142724 -1.187209 0.0188 0.0189 0.0267 0.002
H -1.078717 -5.062332 -1.775868 -0.1047 -0.0677 -0.0104 -0.002
F 0.848374 0.617760 1.925802 -0.9297 -0.7944 0.4818 0.033
As -0.168685 -0.098076 3.238899 -0.1197 0.0935 1.8739 0.001
F -0.295200 -1.639185 2.335784 0.1296 0.7382 0.1191 0.028
F 1.288869 -0.688814 4.000074 -0.7003 0.2798 -0.5273 0.000
F -1.162848 -0.769814 4.511953 0.4929 0.2230 -0.7672 0.000
F -0.083682 1.417862 4.093588 -0.0081 -0.7014 -0.6218 0.000
F -1.627149 0.406369 2.358012 0.9460 -0.4275 0.3474 0.023
```
Forces are in eV/Å.

Output
net charge = 0
frontier orbital gap (spin up / spin down) = 6.595 / 4.845 eV
ΔE to the lowest compared entry with this formula, charge and spin = 0.0 kcal per mole
calculated total energy = -6049.4362 a.u.
multiplicity = 6
E_LUMO (spin up / spin down) = -0.079 / -0.165 hartree